No. 1
C16H19BBrFN3O9P3 | ωB97M-V/def2-TZVPD

The geometry in ORCA input format:
```
! wB97M-V def2-TZVPD RIJCOSX def2/J DEFGRID3
* xyz 0 1
O 3.09 1.09 2.67
C 2.58 0.08 1.90
O 3.33 -1.16 1.64
C 1.03 0.38 1.35
F 0.29 0.16 2.61
N 0.65 1.85 1.07
C -0.24 1.95 0.00
P -0.78 3.75 -0.54
O -0.38 4.74 0.84
Br 0.56 4.52 -2.23
C -0.76 0.49 -0.65
C -0.74 0.94 -2.24
B -0.88 -0.23 -3.36
O -0.92 0.22 -4.80
O -1.02 -1.68 -3.15
C -2.26 0.21 0.04
C -2.56 0.87 1.46
C -4.05 0.68 2.17
C -4.98 -0.23 1.21
C -4.41 -0.81 -0.16
N -3.10 -0.66 -0.83
C 0.54 -0.36 -0.05
P 0.38 -2.22 0.30
P -1.28 -2.87 1.51
O -2.54 -3.30 0.60
O -0.77 -4.41 2.24
O -1.79 -1.90 2.83
C 1.86 -0.23 -1.08
C 2.77 1.13 -1.27
C 4.00 1.05 -2.32
N 4.48 -0.08 -3.19
C 3.67 -1.33 -3.10
C 2.39 -1.43 -2.09
H 1.06 2.65 1.60
H 0.62 4.91 0.81
H 0.24 1.56 -2.48
H -1.65 1.70 -2.39
H -1.48 -0.44 -5.32
H -1.98 -1.95 -2.99
H -1.84 1.53 2.15
H -4.32 1.17 3.20
H -6.08 -0.46 1.55
H -5.17 -1.51 -0.77
H 0.01 -2.78 -1.02
H 0.22 -4.52 2.02
H -2.58 -2.37 3.27
H 2.55 2.12 -0.69
H 4.66 2.05 -2.40
H 3.99 -2.24 -3.80
H 1.84 -2.48 -2.14
O 3.70 0.13 5.62
H 3.65 0.26 4.66
H 4.41 -0.52 5.73
*
```

LUMO energy = -2.960 eV


No. 2
C3H8N2O | ωB97M-V/def2-TZVPD

The geometry in ORCA input format:
```
! wB97M-V def2-TZVPD RIJCOSX def2/J DEFGRID3
* xyz 0 1
C -1.84 -0.85 0.05
N -0.40 -1.06 -0.10
C 0.50 -0.16 0.00
C 1.95 -0.46 -0.09
N 0.34 1.17 0.33
O -0.80 1.73 -0.31
H -2.03 -0.40 1.07
H -2.10 -0.18 -0.85
H -2.39 -1.86 -0.15
H 2.54 -0.06 -0.96
H 2.40 0.04 0.77
H 2.08 -1.59 -0.06
H 1.15 1.65 -0.07
H -1.39 2.01 0.37
*
```

LUMO energy = 0.876 eV
SMILES = C/N=C(/C)NO
Relative energy (zero: lowest compared OMol25 entry of this formula, charge and spin) = 3.536 eV


No. 3
C8H4N2O | ωB97M-V/def2-TZVPD

The geometry in ORCA input format:
```
! wB97M-V def2-TZVPD RIJCOSX def2/J DEFGRID3
* xyz 0 1
N 1.93 2.64 0.01
C 1.91 1.44 0.01
C 1.97 0.08 -0.03
C 3.28 -0.40 0.00
N 4.47 -0.89 -0.11
C 0.96 -0.67 -0.01
C -0.47 -0.37 -0.07
C -1.53 -1.11 -0.02
C -2.68 -0.27 -0.07
C -2.18 0.91 -0.05
O -0.89 0.99 -0.06
H 1.02 -1.57 0.17
H -1.37 -2.29 0.34
H -3.72 -0.56 -0.05
H -2.69 2.07 -0.06
*
```

LUMO energy = -1.133 eV
SMILES = N#CC(C#N)=Cc1ccco1
Relative energy (zero: lowest compared OMol25 entry of this formula, charge and spin) = 1.839 eV


No. 4
C23H41FP2Yb | ωB97M-V/def2-TZVPD

The geometry in ORCA input format:
```
! wB97M-V def2-TZVPD RIJCOSX def2/J DEFGRID3
* xyz 1 2
Yb 0.88 -0.76 2.93
C -1.07 -0.93 4.06
C -0.81 -2.14 3.36
C 0.86 -1.83 4.90
C -0.03 -0.74 5.00
C 0.39 -2.69 3.89
C -2.21 0.00 3.80
H -2.24 0.38 2.77
H -2.16 0.87 4.48
H -3.17 -0.50 3.99
C 0.17 0.46 5.85
H -0.79 0.87 6.19
H 0.72 1.26 5.33
H 0.75 0.21 6.75
C 2.16 -1.93 5.62
H 2.03 -1.58 6.65
H 2.96 -1.33 5.16
H 2.49 -2.98 5.65
C 1.17 -3.84 3.34
H 1.32 -4.58 4.14
H 2.17 -3.56 2.99
H 0.64 -4.33 2.51
C -1.53 -2.66 2.17
H -1.50 -3.76 2.19
H -1.10 -2.34 1.20
H -2.58 -2.34 2.19
C -1.20 2.63 -0.13
C -2.29 1.87 0.07
C -2.28 0.39 -0.18
C -1.86 -0.04 -1.63
C -0.54 -0.58 -1.88
C 0.79 0.01 -1.77
C 0.85 1.27 -0.90
C -0.19 2.35 -1.20
H -3.29 -0.01 0.03
H -2.17 0.74 -2.35
H -1.61 -0.11 0.56
H -0.76 2.07 -2.18
H -1.05 3.56 0.43
H -3.18 2.29 0.54
H 0.35 3.29 -1.41
H 0.74 0.94 0.17
H 1.46 -0.75 -1.30
H 1.87 1.69 -0.91
H -2.56 -0.87 -1.87
H -0.51 -1.66 -2.10
P -0.42 2.07 -3.87
C -0.45 3.81 -4.31
C -1.48 1.13 -4.97
P 1.73 -0.03 -3.35
C 1.30 1.56 -4.12
C 1.09 -1.37 -4.37
C 3.53 -0.12 -3.51
H 0.48 4.30 -3.98
H -1.30 4.29 -3.82
H -0.55 3.90 -5.40
H -1.29 1.45 -6.01
H -2.52 1.33 -4.72
H -1.31 0.04 -4.90
H 3.77 0.09 -4.57
H 3.89 -1.12 -3.27
H 4.04 0.62 -2.89
H 1.98 2.33 -3.71
H 1.48 1.46 -5.21
H 1.78 -2.22 -4.27
H 1.07 -1.05 -5.42
H 0.08 -1.70 -4.07
F 1.05 0.92 1.63
*
```

LUMO energy (spin up / spin down) = -2.568 / -3.120 eV
Relative energy (zero: lowest compared OMol25 entry of this formula, charge and spin) = 2.390 eV
<S²> = 0.75


No. 5
C4H8N2O2 | ωB97M-V/def2-TZVPD

The geometry in ORCA input format:
```
! wB97M-V def2-TZVPD RIJCOSX def2/J DEFGRID3
* xyz 0 1
C 1.16 -1.10 1.93
C 0.79 -0.55 0.56
N 1.85 0.25 0.02
C -0.51 0.24 0.62
O -1.13 0.47 1.69
N -1.14 0.54 -0.56
C -0.48 0.29 -1.81
O -1.11 0.12 -2.81
H 0.24 -1.74 2.20
H 1.97 -1.85 1.94
H 1.32 -0.39 2.68
H 0.58 -1.42 -0.11
H 2.05 1.15 0.53
H 2.67 -0.33 -0.03
H -2.14 0.78 -0.48
H 0.58 0.26 -1.79
*
```

LUMO energy = 0.586 eV
SMILES = C[C@H](N)C(=O)NC=O
Relative energy (zero: lowest compared OMol25 entry of this formula, charge and spin) = 1.354 eV


No. 6
C5H8O2 | ωB97M-V/def2-TZVPD

The geometry in ORCA input format:
```
! wB97M-V def2-TZVPD RIJCOSX def2/J DEFGRID3
* xyz 0 1
C -1.92 0.97 -0.20
O -0.88 0.46 0.59
C -0.28 -0.54 0.03
C -0.33 -1.51 -0.87
C 0.78 -1.64 0.21
H -2.47 1.67 0.54
H -2.46 0.18 -0.67
H -1.54 1.69 -1.15
H -0.81 -2.09 -1.69
H 0.67 -2.30 1.00
H 1.81 -1.36 -0.12
C 1.84 1.10 0.65
O 1.67 0.97 -0.54
H 2.49 0.39 1.24
H 1.44 2.01 0.98
*
```

LUMO energy = 0.946 eV
SMILES = COC1=CC1.C=O
Relative energy (zero: lowest compared OMol25 entry of this formula, charge and spin) = 5.488 eV


No. 7
C4H12N2O | ωB97M-V/def2-TZVPD

The geometry in ORCA input format:
```
! wB97M-V def2-TZVPD RIJCOSX def2/J DEFGRID3
* xyz 0 1
C 1.60 -0.58 -1.31
C 0.96 -1.29 -0.38
N 1.01 -2.09 0.56
H 2.61 -0.24 -1.13
H 1.24 -0.61 -2.33
H 0.30 -2.06 1.28
C -2.05 -1.00 0.51
N -1.13 -0.56 -0.53
H -1.72 -0.61 1.47
H -3.09 -0.67 0.34
H -2.05 -2.09 0.56
H -1.03 0.49 -0.53
H -1.46 -0.86 -1.44
C 0.83 2.24 0.79
O 0.32 1.89 -0.48
H 0.33 3.14 1.12
H 1.91 2.41 0.76
H 0.63 1.45 1.54
H 0.79 1.04 -0.82
*
```

LUMO energy = 0.808 eV
SMILES = C=C=N.CN.CO
Relative energy (zero: lowest compared OMol25 entry of this formula, charge and spin) = 3.658 eV


No. 8
CHN3O3S | ωB97M-V/def2-TZVPD

The geometry in ORCA input format:
```
! wB97M-V def2-TZVPD RIJCOSX def2/J DEFGRID3
* xyz -2 1
C 0.24 -1.26 0.46
N -0.89 -0.55 0.52
N 1.80 0.49 -0.38
N 1.18 -0.65 -0.39
O -1.80 1.71 1.32
O 0.42 -2.47 0.74
O -2.01 1.07 -1.04
S -1.10 1.07 0.12
H 2.17 0.58 -1.34
*
```

LUMO energy = 6.894 eV
Relative energy (zero: lowest compared OMol25 entry of this formula, charge and spin) = 2.739 eV


Please write out number 5 again, unchanged.
C4H8N2O2 | ωB97M-V/def2-TZVPD

The geometry in ORCA input format:
```
! wB97M-V def2-TZVPD RIJCOSX def2/J DEFGRID3
* xyz 0 1
C 1.16 -1.10 1.93
C 0.79 -0.55 0.56
N 1.85 0.25 0.02
C -0.51 0.24 0.62
O -1.13 0.47 1.69
N -1.14 0.54 -0.56
C -0.48 0.29 -1.81
O -1.11 0.12 -2.81
H 0.24 -1.74 2.20
H 1.97 -1.85 1.94
H 1.32 -0.39 2.68
H 0.58 -1.42 -0.11
H 2.05 1.15 0.53
H 2.67 -0.33 -0.03
H -2.14 0.78 -0.48
H 0.58 0.26 -1.79
*
```

LUMO energy = 0.586 eV
SMILES = C[C@H](N)C(=O)NC=O
Relative energy (zero: lowest compared OMol25 entry of this formula, charge and spin) = 1.354 eV